1.
C18H15ClF6N2O3 | ωB97M-V/def2-TZVPD

Geometry as XYZ:
```
45
Properties=species:S:1:pos:R:3:lowdin_charge:R:1
Cl 3.77598 3.57033 5.49701 0.65
F -2.57246 -1.83524 -6.12680 0.13
F -0.42268 -2.12395 -6.61805 0.10
F -1.36051 -3.20893 -4.89612 0.14
F 1.38048 2.58347 -5.47020 0.15
F -0.17100 3.85080 -4.43787 0.14
F -0.66304 2.84546 -6.33450 0.10
O -2.05595 -1.17145 0.99041 -0.04
O 0.23292 -2.66234 1.90713 -0.02
O -1.16845 1.19341 -0.35954 0.08
N -1.49166 -1.02896 -0.31092 0.09
N 0.93848 -1.18485 3.31413 0.05
C 2.99612 2.16824 4.83204 -0.70
C 2.37787 2.27442 3.59763 -0.12
C 2.39455 -0.18046 4.92662 -0.03
C -1.91974 -1.23908 3.36982 -0.02
C 0.07046 2.72239 -5.16053 -0.51
C -0.68582 0.33973 -5.22643 0.07
C 1.71203 1.17557 3.05404 -0.02
C -0.98330 0.18994 -2.42956 -0.07
C -1.14953 -0.98083 -3.26693 0.08
C -1.04786 -0.88844 -4.66303 -0.09
C -0.39302 1.47044 -4.45091 -0.08
C 3.03419 0.94816 5.49190 -0.10
C -1.23004 -0.72523 2.08322 -0.30
C 0.24542 -1.25210 2.03512 -0.34
C -0.55269 1.38693 -3.06102 0.08
C -1.34046 -2.04240 -5.56777 -0.51
C 1.66801 -0.06221 3.74724 -0.25
C -1.17834 0.14321 -0.96690 -0.42
H -1.54200 -1.88147 -0.86328 0.14
H 2.45681 3.25059 3.10314 0.11
H 1.24487 1.32847 2.06627 0.11
H -0.33958 2.28870 -2.45917 0.14
H -1.37153 -0.91646 4.29393 0.10
H -1.96221 -2.33676 3.37056 0.08
H -0.70328 -2.93102 1.72462 0.11
H 3.51613 0.83639 6.46099 0.11
H -1.42797 -1.93747 -2.82959 0.11
H -0.70334 0.48227 -6.29552 0.14
H -1.15406 0.36346 2.15108 0.14
H -2.93396 -0.84917 3.50010 0.08
H 0.75910 -0.73500 1.23434 0.14
H 1.30955 -2.12453 3.56477 0.16
H 2.41151 -1.11403 5.47855 0.11
```

Output
ΔE to the lowest compared entry with this formula, charge and spin (eV): 0.243
M (g mol⁻¹): 456.8
Total charge: 0
SMILES: C[C@H](ONC(=O)c1cc(C(F)(F)F)cc(C(F)(F)F)c1)[C@H](O)Nc1ccc(Cl)cc1
Kohn-Sham gap (Eh): 0.2741


2.
C15H18 | ωB97M-V/def2-TZVPD

Geometry as XYZ:
```
33
Properties=species:S:1:pos:R:3:lowdin_charge:R:1
C -1.41434 -1.38034 -2.21190 0.01
C 0.78251 3.23416 2.29061 -0.03
C 1.50156 -3.67354 -3.33612 0.00
C -0.50144 1.26084 3.19751 -0.20
C -0.18995 -2.12173 -0.31536 0.07
C -1.72054 0.38238 2.93294 -0.11
C -0.02594 2.13088 2.04704 -0.23
C 1.36795 3.90325 1.22627 -0.08
C -0.26426 1.72253 0.73336 -0.05
C 0.70460 -2.88109 -1.10810 0.02
C 0.55764 -2.91705 -2.47161 -0.20
C -1.25422 -1.38673 -0.86342 -0.02
C 0.37230 2.37973 -0.31183 -0.09
C -0.39374 -2.00077 -2.99165 0.11
C 1.20568 3.47347 -0.07639 -0.09
H -2.59820 0.99338 2.70126 0.09
H 1.91884 -4.50098 -2.83217 0.08
H -0.87268 0.84712 0.55548 0.06
H 0.04910 -2.06017 0.74350 0.14
H 0.24341 2.08652 -1.35671 0.10
H 1.01589 -4.08450 -4.23120 0.11
H 2.18564 -2.98536 -3.84498 0.12
H 0.98833 3.54990 3.30676 0.12
H 1.54534 3.98652 -0.96799 0.11
H 0.33179 0.67579 3.56642 0.12
H -0.85447 1.94784 3.96772 0.12
H -1.93090 -0.76130 -0.30811 0.12
H -1.96932 -0.17281 3.83834 0.08
H -0.41353 -1.78444 -4.05709 0.15
H 1.91297 4.83009 1.36146 0.11
H -2.17686 -0.81025 -2.71660 0.13
H -1.60018 -0.41643 2.19416 0.04
H 1.49701 -3.46689 -0.66158 0.14
```

Output
ΔE to the lowest compared entry with this formula, charge and spin (eV): 0.415
Expectation value of S²: 0.769
M (g mol⁻¹): 198.3
Spin multiplicity: 2
Total charge: +1
Kohn-Sham gap (alpha / beta) (Eh): 0.2574 / 0.1166


3.
C25H39Cl2GaN5O3P2 | ωB97M-V/def2-TZVPD

Geometry as XYZ:
```
77
Properties=species:S:1:pos:R:3:lowdin_charge:R:1
Ga 1.64614 2.46072 -3.94188 0.16
Cl 0.07096 5.15143 -4.53305 0.52
Cl 2.46145 5.77569 -1.33652 0.55
P -1.70376 1.87842 -2.26916 0.12
P -0.13970 0.96762 -3.41309 0.58
O -2.21354 3.17471 -3.04022 -0.20
O -2.82287 0.96797 -1.97524 -0.36
O -1.15653 2.50803 -0.87367 -0.20
N 3.30398 -5.22714 -3.80006 0.01
N -1.82884 -3.36661 4.99869 0.00
N -3.12940 2.30850 5.99028 0.01
N 4.15626 -2.54007 -2.42403 0.00
N -4.32533 2.81089 0.16134 0.03
C -2.37555 0.95367 7.56693 -0.12
C 6.03153 -2.51039 -1.25265 -0.11
C 1.87814 -6.68345 -4.66118 -0.12
C -3.33108 -4.74816 4.15021 -0.11
C -2.41850 -3.77802 3.83524 -0.14
C 6.35521 -2.39860 -2.63167 -0.10
C -3.28959 -4.92793 5.56015 -0.12
C 1.32073 4.41915 -3.42903 -0.76
C 4.66768 -2.59383 -1.15829 -0.14
C 1.91375 -6.85796 -3.25096 -0.12
C -4.84090 2.82885 2.30939 -0.13
C 1.06597 4.74544 -1.94523 -0.77
C -2.40436 0.24940 6.33145 -0.11
C 3.38614 1.98042 -1.57825 -0.22
C 5.17761 -2.42185 -3.32983 -0.16
C -3.87408 2.47871 1.39900 -0.14
C -5.91964 3.39924 1.58119 -0.13
C -2.35293 -4.06067 6.05441 -0.15
C -0.19799 5.48981 -1.58050 -0.19
C 2.80427 -5.94519 -2.75022 -0.14
C -2.82955 2.22235 7.32189 -0.15
C 3.30993 1.67678 -3.08239 -0.36
C 2.74808 -5.67052 -4.96733 -0.14
C -5.56486 3.36992 0.25586 -0.14
C -2.87465 1.11393 5.38004 -0.13
H -0.14102 6.52736 -1.89175 0.06
H -3.96073 -5.26870 3.44882 0.09
H 1.28095 -7.23517 -5.36744 0.09
H 4.97709 -2.35595 -4.38631 0.11
H -3.81531 2.66444 -0.69685 0.10
H -2.14223 -3.34696 2.88869 0.11
H 1.16128 3.83876 -1.36014 0.05
H 6.72032 -2.52154 -0.42507 0.09
H -2.12003 -0.77478 6.16319 0.07
H 7.33826 -2.30627 -3.06114 0.09
H 4.21245 1.99322 -3.59895 0.03
H 0.33327 0.10127 -2.40421 -0.16
H -4.78072 2.69121 3.37725 0.06
H -2.01760 -3.87824 7.06072 0.10
H 2.46400 1.66892 -1.08138 0.04
H 3.51510 3.04735 -1.40133 0.03
H 3.97937 -4.48527 -3.72052 0.10
H -3.04634 0.98468 4.32482 0.10
H 2.23240 4.93743 -3.70435 0.01
H -1.12131 -2.65900 5.06715 0.13
H 3.17835 -2.57181 -2.65358 0.15
H -2.05886 0.57289 8.52344 0.09
H -0.42026 1.95446 -0.59221 0.05
H -0.33416 5.44981 -0.50147 0.08
H 1.35002 -7.56974 -2.67175 0.09
H 3.19186 0.59323 -3.17147 0.01
H -2.90824 2.02180 1.52497 0.10
H 4.20915 1.45263 -1.09024 0.05
H 3.12466 -5.74592 -1.74192 0.10
H -6.84449 3.78184 1.97999 0.08
H 1.81576 2.40919 -5.53435 -0.07
H -2.96192 3.06578 7.97702 0.10
H -3.48323 3.12504 5.52611 0.14
H -1.06713 5.01478 -2.01836 0.03
H 3.01485 -5.22871 -5.91191 0.10
H 4.02122 -2.68462 -0.30274 0.11
H -6.09131 3.69706 -0.62401 0.10
H -1.62827 3.45128 -3.76370 0.00
H -3.88144 -5.61305 6.14340 0.09
```

Output
M (g mol⁻¹): 660.2
Total charge: -1
Kohn-Sham gap (Eh): 0.2849


4.
C4H27NO10S | ωB97M-V/def2-TZVPD

Geometry as XYZ:
```
43
Properties=species:S:1:pos:R:3:lowdin_charge:R:1
S 2.56202 1.84536 -2.92136 0.72
O 2.21597 -2.68739 -0.56786 -0.08
O -1.57401 -0.87659 -2.91891 -0.05
O -2.87227 1.51100 -1.91179 -0.05
O 1.86196 1.24044 0.98297 0.02
O -2.74861 -1.18428 3.29855 -0.07
O -0.05408 -1.17098 2.99590 -0.08
O -3.08465 -1.94264 0.42005 -0.05
O -0.07568 -2.82356 1.03690 -0.05
O -1.98474 2.27932 2.28771 -0.04
O 1.81128 0.58320 3.44034 -0.07
N -0.82398 0.33582 -0.01501 0.08
C 0.33348 0.84388 -0.84230 -0.35
C 1.30820 1.67154 -0.00681 -0.22
C 1.12761 -0.29459 -1.54269 -0.21
C 1.64073 0.24218 -2.88771 -0.51
H -3.37968 1.28931 -2.70012 0.05
H -2.30573 -1.47912 -2.81409 0.04
H -1.01358 -2.61574 0.95363 0.02
H -1.75677 0.01691 -2.60088 -0.01
H -0.22969 1.48203 -1.53291 0.12
H 0.33077 -2.65370 1.88972 0.03
H -3.21391 0.90765 -1.24759 0.04
H 0.95960 0.05725 -3.71093 0.08
H 1.43744 -2.47422 -0.03060 -0.01
H 1.95635 -0.68072 -0.98298 0.08
H -0.16916 -0.61050 3.76760 0.07
H 0.33302 -1.01309 -1.74342 0.10
H 2.59918 0.82576 3.94068 0.06
H -3.37701 -1.16167 0.88801 0.02
H -1.09800 1.05602 0.64591 0.04
H -2.65787 -0.24748 3.08080 0.02
H 2.52487 -0.37697 -3.08526 0.05
H 2.01055 -3.59266 -0.82606 0.05
H 0.59668 -0.77449 2.41306 0.03
H -1.19444 2.72276 2.56665 0.04
H -0.40147 -0.43832 0.48810 0.04
H -1.80384 -1.41617 3.29337 0.00
H 2.23425 0.27084 2.63434 0.02
H -3.18507 -2.79467 0.83605 0.04
H 1.62278 2.65504 -0.38943 0.09
H 1.51905 2.58058 -3.39228 -0.13
H -2.58159 2.55417 2.98897 0.05
```

Output
ΔE to the lowest compared entry with this formula, charge and spin (eV): 1.334
M (g mol⁻¹): 281.3
Total charge: 0
SMILES: N[C@@H](C=O)CCS.O.O.O.O.O.O.O.O.O
Kohn-Sham gap (Eh): 0.3304


5.
C7H10 | ωB97M-V/def2-TZVPD

Geometry as XYZ:
```
17
Properties=species:S:1:pos:R:3:lowdin_charge:R:1
C 0.43892 -1.12119 -0.79479 -0.08
C -0.73818 -0.50161 -0.71562 -0.11
C -0.90298 0.78181 0.06055 -0.26
C 1.61045 -0.64857 -0.02042 -0.23
C 0.30996 1.58381 0.40805 0.07
C 1.46975 -0.45486 1.43346 -0.06
C 1.50760 0.80060 0.54751 -0.26
H -3.61651 0.97412 -1.53199 0.02
H 2.59524 -0.92416 -0.38964 0.13
H 2.33655 -0.58159 2.07502 0.11
H 0.51914 -0.71530 1.89061 0.12
H 2.45076 1.33970 0.61821 0.11
H 0.57094 -2.00101 -1.42018 0.10
H -1.59423 -0.86724 -1.27958 0.08
H -1.65232 1.42752 -0.41481 0.07
H -1.33836 0.58938 1.06106 0.13
H -3.96672 0.31860 -1.52745 0.04
```

Output
ΔE to the lowest compared entry with this formula, charge and spin (eV): 5.130
M (g mol⁻¹): 94.2
Total charge: 0
Kohn-Sham gap (Eh): 0.3056


6.
C59H64BBrClN8O7P3 | ωB97M-V/def2-TZVPD

Geometry as XYZ:
```
144
Properties=species:S:1:pos:R:3:lowdin_charge:R:1
Br -7.97089 2.80057 -3.73993 0.38
Cl 3.61099 4.75890 4.76585 0.52
P 2.82337 -0.11931 -0.25107 0.93
P -4.58751 1.57303 -3.54950 0.73
P -7.73228 1.69827 -1.77938 0.59
O -7.48656 0.00526 -2.10225 -0.42
O 1.85689 0.67918 -4.70693 0.06
O -3.38628 0.59092 -3.52420 -0.48
O -7.04692 0.69966 3.82401 0.02
O 2.56018 2.34348 -2.96713 0.09
O -2.20574 4.98861 1.75434 0.05
O -1.84559 3.19145 -2.90294 0.05
N 12.72154 -3.87022 1.87799 0.05
N 2.32738 -6.30523 -1.83605 0.06
N 7.34466 -2.67160 1.82486 0.05
N -2.08612 -7.49824 -0.50276 0.06
N -5.49851 -3.52718 -1.48884 0.06
N -5.63050 0.26668 1.99503 0.10
N -6.17370 8.05105 -4.07020 0.05
N 1.57497 7.08165 3.42660 0.06
C -4.97508 3.53523 1.14097 0.05
C 0.87279 9.26475 2.69459 -0.07
C 9.12733 -4.09582 2.59357 -0.08
C 0.90990 7.88464 2.58006 -0.14
C 2.99610 -1.05576 1.42116 -0.41
C -7.74216 6.53501 -5.81170 -0.08
C -0.87682 2.38294 -0.70013 0.03
C -2.70560 -6.97398 -1.57242 -0.16
C -0.05183 3.34310 3.25405 -0.16
C 1.17886 -6.03898 0.26316 -0.07
C 0.28967 1.40929 -1.08658 -0.09
C -3.50998 2.85341 -1.08640 -0.02
C -0.99742 2.99274 0.74906 0.01
C 1.21773 1.70486 1.40618 0.00
C 2.23260 7.67740 4.43507 -0.17
C 2.48613 -1.49746 -1.50160 -0.29
C -6.36022 6.73473 -3.88464 -0.15
C 13.54589 -4.31110 2.84181 -0.15
C 9.45200 -4.42063 1.28458 -0.09
C 3.43529 -5.83436 -1.24081 -0.16
C -6.24361 2.99206 0.42466 -0.17
C 3.49290 -5.45198 0.08988 -0.09
C -2.02264 2.83243 -1.71718 -0.26
C -2.22276 -8.82110 -0.31489 -0.15
C 2.33867 -5.55717 0.85340 -0.09
C 13.02808 -1.64444 2.74212 -0.07
C 1.35050 1.03381 -0.01857 -0.28
C -7.12704 5.93856 -4.72019 -0.11
C -2.95356 -9.64848 -1.15291 -0.07
C 2.53232 3.98663 3.48164 -0.55
C -3.58523 -9.07889 -2.24971 -0.08
C 2.25340 9.04821 4.63761 -0.07
C -7.01080 -5.09038 -3.23774 -0.08
C 4.23897 -2.09075 1.42588 -0.18
C -4.76174 2.31180 -1.80986 -0.21
C 0.35821 0.78155 -2.55759 -0.05
C -6.86525 0.82839 2.57778 -0.39
C 0.08048 2.66860 1.81440 -0.10
C 7.68140 -3.00170 0.56755 -0.16
C 1.29922 3.18536 4.15562 -0.25
C -6.38090 -5.66648 -2.14312 -0.09
C -3.46170 -7.71446 -2.46664 -0.08
C -2.26344 3.94411 1.06665 -0.24
C -6.87893 -3.72486 -3.45129 -0.07
C -6.11523 -2.99310 -2.55531 -0.16
C 8.07198 -3.22455 2.80939 -0.15
C -6.11905 2.39169 -1.01307 -0.32
C -8.02152 1.55329 1.69906 -0.12
C 12.47913 -2.54971 1.84844 -0.15
C 8.71646 -3.86568 0.24748 -0.07
C 1.22522 -6.39851 -1.07419 -0.15
C 13.87504 -2.12782 3.72880 -0.08
C 1.55921 9.85431 3.74664 -0.08
C -6.77832 8.60268 -5.13448 -0.15
C -3.63568 3.44789 0.36640 -0.01
C -7.62727 3.05012 1.25160 -0.16
C -7.56775 7.89444 -6.02638 -0.08
C -5.64420 -4.84742 -1.30445 -0.16
C 14.14155 -3.48830 3.78402 -0.08
B 1.65648 1.32314 -3.42189 -0.54
H -7.41421 3.63252 2.22135 0.12
H 2.34308 -5.26663 1.89857 0.10
H 3.13943 -0.35502 2.30709 0.06
H -1.71401 -9.21876 0.55754 0.10
H 11.80836 -2.22065 1.06123 0.10
H -8.27098 0.85880 0.82122 0.08
H -3.94128 -7.23577 -3.31133 0.10
H 13.72620 -5.38145 2.84152 0.10
H 4.66826 -2.31312 0.39223 0.04
H -8.45763 3.61267 0.71025 0.12
H 3.16974 3.21289 2.92339 0.06
H 7.07916 -2.53970 -0.20853 0.10
H -4.86446 0.95371 2.05187 0.08
H -7.35658 -3.24078 -4.29402 0.10
H 8.94200 -4.09821 -0.78588 0.10
H -2.57738 -5.90396 -1.70198 0.11
H -5.97722 -1.92414 -2.67923 0.08
H -5.13665 -5.25122 -0.43401 0.10
H -8.95393 1.54625 2.37776 0.13
H 2.76217 7.00543 5.10217 0.02
H 1.57226 2.09013 4.31266 0.10
H 10.27061 -5.09996 1.07480 0.10
H 2.79874 9.47466 5.47030 0.10
H 1.40100 -1.84984 -1.55566 0.05
H -7.59787 -5.69892 -3.91717 0.10
H 5.02365 -1.64855 2.14787 0.07
H 1.99490 -1.62717 1.53813 0.09
H 1.04303 3.71771 5.14859 0.11
H 7.77735 -2.94273 3.81548 0.10
H -0.22170 4.48520 3.19337 0.11
H 4.41611 -5.08108 0.51842 0.09
H 2.90561 -1.16895 -2.52819 0.06
H 1.55284 10.93184 3.87104 0.10
H 0.25994 -6.13388 0.82834 0.09
H 0.38586 7.37654 1.77640 0.10
H 4.31026 -5.76775 -1.87955 0.10
H -4.16792 -9.69271 -2.92811 0.11
H -4.38767 2.63955 -4.49004 0.03
H 1.34920 1.24101 -5.34449 0.11
H 0.29516 -0.37245 -2.56124 0.11
H -7.40046 -0.37660 -1.18900 0.04
H -8.35189 5.94578 -6.48838 0.11
H 0.32113 9.86343 1.98058 0.10
H -8.03375 8.39281 -6.86732 0.10
H 14.79733 -3.90001 4.54103 0.10
H 12.79895 -0.58866 2.66894 0.10
H -3.02780 -10.71016 -0.95316 0.10
H -0.91858 2.91991 3.88377 0.13
H 2.80608 2.11555 -2.04096 0.07
H -7.24095 4.87881 -4.52184 -0.06
H -5.79860 -0.04666 1.02739 0.07
H -0.55836 1.11916 -3.18256 0.11
H 0.34544 -6.78354 -1.57905 0.08
H -5.86201 6.31533 -3.01585 0.10
H 2.19472 4.74798 2.69152 0.08
H 2.00190 1.47192 2.21607 0.07
H 3.13582 -2.40845 -1.20320 0.04
H -6.46115 -6.72832 -1.94590 0.10
H -4.93812 3.96338 2.19575 0.13
H 14.32339 -1.45085 4.44784 0.11
H 9.68091 -4.51034 3.42692 0.10
H -6.60925 9.66704 -5.26156 0.10
H 3.86910 -3.05408 1.93071 0.06
H -5.81647 0.90079 -3.88096 -0.03
```

Output
M (g mol⁻¹): 1216.3
Total charge: 0
SMILES: CCP(C)c1cc(CCCCl)c2c(c1CB(O)O)C(=O)c1c(cc(CCC(N)=O)c(P(O)Br)c1[PH2]=O)C2=O.c1ccncc1.c1ccncc1.c1ccncc1.c1ccncc1.c1ccncc1.c1ccncc1.c1ccncc1
Kohn-Sham gap (Eh): 0.2335